Entry from the Open Molecules 2025 dataset: an isolated molecule of C22H31N3O4 (ωB97M-V/def2-TZVPD).

Each line ends with the natural charge from an NBO analysis.
CARTESIAN COORDINATES (ANGSTROEM)
C 3.263 3.260 0.030  -0.624
C 1.991 3.292 0.837  -0.074
O 1.028 2.448 0.165  -0.517
C -0.163 2.371 0.757  0.835
O -0.501 3.040 1.695  -0.591
C -1.044 1.283 0.127  -0.255
C -0.663 -0.065 0.781  -0.468
C 0.824 -0.249 1.072  0.692
O 1.301 0.139 2.129  -0.649
N 1.536 -0.891 0.122  -0.647
C 2.987 -0.982 0.210  -0.016
C 3.405 -2.012 1.278  -0.428
C 2.988 -3.417 0.955  -0.055
C 1.707 -3.884 1.227  -0.163
C 1.356 -5.167 0.843  -0.260
C 2.304 -5.951 0.202  0.022
N 3.543 -5.537 -0.049  -0.416
C 3.860 -4.302 0.327  0.029
C 3.583 -1.272 -1.174  -0.220
C 2.814 -2.285 -2.074  -0.427
C 2.446 -1.528 -3.359  -0.412
C 3.527 -0.454 -3.468  -0.399
C 3.656 0.016 -2.023  -0.408
C -2.512 1.614 0.416  -0.379
C -2.925 2.893 -0.297  -0.418
C -2.777 2.738 -1.798  -0.208
N -1.506 2.106 -2.146  -0.609
C -0.816 1.219 -1.386  0.720
O -0.043 0.424 -1.900  -0.652
H 4.006 3.909 0.495  0.219
H 3.670 2.250 -0.016  0.214
H 3.089 3.608 -0.988  0.214
H 2.128 2.896 1.844  0.208
H 1.576 4.297 0.915  0.190
H -1.157 -0.111 1.751  0.242
H -1.039 -0.874 0.153  0.230
H 1.111 -0.885 -0.796  0.438
H 3.367 -0.014 0.556  0.206
H 4.492 -1.963 1.377  0.212
H 2.976 -1.699 2.231  0.242
H 0.997 -3.245 1.738  0.216
H 0.368 -5.560 1.039  0.217
H 2.061 -6.959 -0.116  0.191
H 4.879 -3.988 0.116  0.186
H 4.598 -1.642 -1.009  0.209
H 3.468 -3.125 -2.310  0.217
H 1.944 -2.718 -1.578  0.216
H 2.397 -2.187 -4.227  0.209
H 1.473 -1.044 -3.252  0.215
H 4.467 -0.898 -3.808  0.192
H 3.268 0.350 -4.158  0.209
H 2.800 0.655 -1.781  0.210
H 4.564 0.589 -1.824  0.208
H -3.132 0.774 0.086  0.206
H -2.636 1.719 1.493  0.242
H -3.963 3.141 -0.070  0.224
H -2.313 3.720 0.063  0.223
H -3.598 2.127 -2.190  0.183
H -2.826 3.709 -2.292  0.206
H -1.323 1.978 -3.131  0.403

Results
* SMILES: CCOC(=O)[C@@]1(CC(=O)N[C@@H](Cc2cccnc2)C2CCCC2)CCCNC1=O
* relative energy (zero: lowest compared OMol25 entry of this formula, charge and spin): 0.403 eV
* net charge: 0

***

Entry from the Open Molecules 2025 dataset: a cluster of 2 separate species, C22H31N7O2 in total at a distorted geometry (ωB97M-V/def2-TZVPD).

Each line ends with the natural charge from an NBO analysis.
CARTESIAN COORDINATES (ANGSTROEM)
C -3.685 -1.459 2.129  -0.629
C -2.455 -0.691 2.533  -0.029
C -1.247 -1.358 2.775  -0.201
C -0.122 -0.652 3.219  -0.239
C -0.182 0.732 3.427  0.017
C 0.952 1.464 4.009  -0.103
C 0.794 2.460 4.947  -0.040
N 2.058 2.868 5.353  -0.533
C 3.020 2.156 4.686  0.413
N 4.327 2.291 4.818  -0.573
C 5.021 1.527 4.010  0.566
N 6.339 1.601 4.155  -0.779
N 4.589 0.645 3.142  -0.571
C 3.283 0.548 3.077  0.456
N 2.876 -0.309 2.124  -0.780
C 2.404 1.282 3.831  -0.281
C -1.390 1.398 3.161  -0.225
C -2.515 0.695 2.717  -0.205
H -4.209 -1.818 3.019  0.223
H -3.416 -2.321 1.511  0.218
H -4.368 -0.825 1.556  0.215
H -1.186 -2.434 2.646  0.213
H 0.788 -1.197 3.454  0.228
H -0.155 2.825 5.331  0.224
H 2.272 3.579 6.046  0.420
H 6.784 0.753 3.837  0.390
H 6.582 1.969 5.063  0.393
H 1.957 -0.103 1.754  0.389
H 3.625 -0.522 1.477  0.403
H -1.465 2.470 3.313  0.211
H -3.443 1.228 2.535  0.209
C 2.309 -2.217 -5.355  -0.410
N 1.197 -1.588 -4.648  -0.623
C 0.791 -1.913 -3.416  0.657
O 1.330 -2.806 -2.776  -0.641
C -0.349 -1.097 -2.772  -0.124
C -1.740 -1.511 -3.303  -0.403
C -2.931 -0.706 -2.745  -0.214
C -4.201 -1.066 -3.512  -0.597
C -3.163 -0.975 -1.259  -0.610
N -0.164 0.366 -2.843  -0.606
C -0.109 1.148 -3.924  0.687
C 0.179 2.609 -3.670  -0.707
O -0.283 0.750 -5.068  -0.663
H 2.103 -3.279 -5.497  0.206
H 2.451 -1.741 -6.327  0.207
H 3.223 -2.113 -4.766  0.205
H 0.699 -0.831 -5.107  0.430
H -0.328 -1.368 -1.716  0.233
H -1.735 -1.400 -4.388  0.223
H -1.896 -2.569 -3.087  0.216
H -2.762 0.362 -2.883  0.195
H -4.069 -0.829 -4.568  0.211
H -4.414 -2.130 -3.407  0.201
H -5.042 -0.490 -3.128  0.206
H -2.293 -0.663 -0.682  0.203
H -3.342 -2.037 -1.096  0.204
H -4.027 -0.407 -0.915  0.209
H -0.012 0.830 -1.962  0.401
H 1.157 2.708 -3.203  0.229
H -0.589 3.021 -3.018  0.226
H 0.173 3.142 -4.619  0.246

Results
* SMILES: Cc1ccc(-c2c[nH]c3nc(N)nc(N)c23)cc1.CNC(=O)[C@H](CC(C)C)NC(C)=O
* relative energy (zero: lowest compared OMol25 entry of this formula, charge and spin): 0.000 eV
* net charge: 0

***

Entry from the Open Molecules 2025 dataset: a structure of composition C22H32BN7V at a distorted geometry (ωB97M-V/def2-TZVPD).

Each line ends with the natural charge from an NBO analysis.
CARTESIAN COORDINATES (ANGSTROEM)
H 0.566 2.718 -0.535  0.241
N 0.187 1.145 -1.909  -0.389
B -0.350 -0.216 -3.976  0.552
N 0.062 1.116 -3.301  -0.322
C 0.275 2.344 -3.796  0.018
V -0.182 -0.462 -0.814  1.170
H 0.240 2.514 -4.861  0.225
C 0.542 3.214 -2.734  -0.340
H 0.775 4.258 -2.793  0.231
C 0.465 2.439 -1.573  -0.018
H -0.359 -0.120 -5.168  -0.029
C -1.617 -2.077 0.567  -0.821
H -1.374 -2.234 1.624  0.248
H -0.730 -2.332 -0.051  0.195
H -2.408 -2.763 0.256  0.233
N -1.776 -0.557 -3.458  -0.306
N 0.585 -1.360 -3.502  -0.314
N -1.974 -0.670 -2.092  -0.359
N 0.644 -1.716 -2.144  -0.391
C -2.924 -0.819 -4.115  0.006
C 1.372 -2.180 -4.219  0.017
H -2.950 -0.776 -5.194  0.225
H 1.478 -2.032 -5.284  0.228
C -3.902 -1.125 -3.172  -0.350
C 1.934 -3.124 -3.360  -0.341
C -3.268 -1.030 -1.925  -0.027
C 1.418 -2.846 -2.091  -0.019
H -4.925 -1.394 -3.351  0.231
H 2.641 -3.898 -3.614  0.233
H -3.673 -1.252 -0.952  0.217
H 1.555 -3.396 -1.169  0.223
H -2.033 -1.063 0.438  0.223
C -0.061 0.952 5.780  -0.630
C -0.327 1.184 4.317  0.028
C -1.112 2.266 3.912  -0.285
C -1.402 2.489 2.563  0.002
C -2.241 3.676 2.203  -0.626
C -0.882 1.614 1.602  -0.260
C 0.029 0.589 1.959  0.197
C 0.200 0.339 3.346  -0.318
N 0.727 -0.084 0.943  -0.826
C 2.054 -0.700 1.272  0.113
C 2.916 0.189 2.173  -0.619
C 1.859 -2.064 1.944  -0.608
C 2.887 -0.879 -0.008  -0.590
H 0.418 1.830 6.232  0.217
H -0.992 0.778 6.337  0.217
H 0.598 0.092 5.949  0.210
H -1.495 2.939 4.680  0.197
H -3.253 3.617 2.618  0.217
H -1.808 4.603 2.597  0.218
H -2.330 3.777 1.122  0.209
H -1.141 1.748 0.547  0.181
H 0.798 -0.503 3.681  0.201
H 2.498 0.395 3.159  0.219
H 3.887 -0.304 2.331  0.200
H 3.106 1.150 1.682  0.212
H 1.431 -2.786 1.235  0.190
H 2.832 -2.450 2.290  0.206
H 1.184 -2.011 2.804  0.208
H 2.897 -1.923 -0.339  0.201
H 2.494 -0.260 -0.825  0.217
H 3.933 -0.572 0.163  0.215

Results
* expectation value of S²: 3.763
* relative energy (zero: lowest compared OMol25 entry of this formula, charge and spin): 0.000 eV
* net charge: 0
* multiplicity: 4

***

Entry from the Open Molecules 2025 dataset: a structure of composition C22H32BNO3S6Sn (ωB97M-V/def2-TZVPD).

Each line ends with the natural charge from an NBO analysis.
CARTESIAN COORDINATES (ANGSTROEM)
Sn -1.381 -1.057 -0.974  0.611
C -0.004 -3.662 -0.254  -0.087
C -0.623 -3.047 0.878  -0.187
C 0.387 -2.282 1.536  -0.100
C 1.545 -2.328 0.767  -0.113
C 1.301 -3.181 -0.348  -0.151
C 2.294 -3.547 -1.419  -0.628
C 2.806 -1.540 0.997  -0.626
C 0.168 -1.559 2.835  -0.632
C -1.878 -3.518 1.568  -0.629
C -0.651 -4.614 -1.213  -0.634
H 1.787 -3.777 -2.361  0.206
H 2.887 -4.431 -1.145  0.182
H 2.997 -2.730 -1.610  0.191
H 2.766 -0.565 0.492  0.199
H 3.685 -2.073 0.620  0.189
H 2.970 -1.349 2.061  0.192
H -0.695 -0.891 2.764  0.227
H 1.040 -0.959 3.108  0.187
H -0.024 -2.261 3.658  0.184
H -2.416 -2.691 2.038  0.213
H -1.642 -4.253 2.351  0.176
H -2.564 -3.989 0.861  0.200
H -0.103 -5.562 -1.263  0.186
H -0.693 -4.199 -2.229  0.212
H -1.677 -4.831 -0.913  0.202
O -6.125 4.162 -0.059  -0.637
C -5.342 3.263 -0.295  0.163
S -4.054 3.353 -1.492  0.292
C -3.388 1.725 -1.288  -0.400
C -3.992 0.964 -0.353  -0.404
S -3.686 -0.697 0.084  -0.306
S -5.332 1.710 0.526  0.299
S -2.066 1.312 -2.318  -0.334
C -0.136 2.221 3.386  -0.625
C -0.476 2.377 1.904  0.241
C -1.509 3.487 1.725  -0.629
O -1.108 1.168 1.475  -0.859
B -0.449 0.607 0.407  0.808
O 0.690 1.346 0.117  -0.875
C 0.787 2.495 0.964  0.244
C 0.782 3.726 0.058  -0.628
C 2.135 2.417 1.685  -0.624
H -1.063 2.083 3.945  0.215
H 0.381 3.102 3.774  0.189
H 0.482 1.338 3.539  0.220
H -2.379 3.245 2.338  0.220
H -1.844 3.524 0.689  0.235
H -1.124 4.465 2.022  0.188
H -0.085 3.709 -0.603  0.241
H 1.679 3.702 -0.565  0.200
H 0.781 4.650 0.640  0.193
H 2.231 1.480 2.231  0.221
H 2.268 3.255 2.373  0.192
H 2.926 2.448 0.935  0.207
S -0.103 -1.800 -5.545  -0.203
C 0.737 -0.678 -4.687  -0.048
N 1.204 -0.805 -3.446  -0.591
C 1.791 0.352 -2.796  -0.238
C 2.182 1.343 -3.890  -0.535
S 1.191 0.893 -5.354  0.258
H 0.814 -1.525 -2.837  0.450
H 2.664 0.040 -2.218  0.206
H 1.077 0.795 -2.108  0.254
H 3.236 1.276 -4.159  0.200
H 1.943 2.367 -3.609  0.230

Results
* electronic energy: -102490.308 eV
* net charge: -2